A cluster of 7 separate species, C20H52N2O7 in total. Source: the OMol25 dataset; level of theory: wB97M-V/def2-TZVPD.

Last column: Mulliken charge in e.
Atoms and positions in Å:
C 2.504 -0.388 -1.858  -1.640
C 2.902 -0.769 -0.369  1.522
C 1.788 -1.639 0.277  -1.337
C 4.221 -1.546 -0.488  -1.290
C 5.130 -1.677 0.805  -0.742
C 5.331 -0.282 1.427  -1.362
C 3.977 0.501 1.656  1.839
C 3.169 -0.059 2.851  -1.560
C 4.426 1.946 1.855  -2.060
N 3.206 0.483 0.368  0.203
O 2.162 1.384 0.438  -0.194
H 1.611 0.234 -1.788  0.039
H 3.243 0.147 -2.454  0.496
H 2.214 -1.305 -2.372  0.396
H 0.852 -1.080 0.282  -0.092
H 1.631 -2.618 -0.174  0.471
H 2.037 -1.854 1.316  0.399
H 3.998 -2.565 -0.805  0.403
H 4.814 -1.108 -1.290  0.441
H 4.692 -2.240 1.629  0.325
H 6.128 -2.055 0.582  0.436
H 5.961 0.298 0.753  0.465
H 5.930 -0.414 2.329  0.382
H 3.481 -1.083 3.059  0.321
H 2.086 -0.053 2.728  0.050
H 3.404 0.532 3.736  0.490
H 3.657 2.641 2.192  0.376
H 4.842 2.325 0.921  0.476
H 5.194 2.028 2.624  0.464
H 2.493 2.181 0.015  0.261
C -4.708 -1.449 -2.023  -2.032
C -3.279 -0.760 -2.029  1.809
C -2.735 -0.840 -0.570  -0.930
C -2.382 -1.658 -2.932  -1.544
C -1.002 -1.036 -3.158  0.539
C -1.138 0.363 -3.858  -1.400
C -2.101 1.307 -2.994  1.565
C -1.228 1.942 -1.906  -0.871
C -2.470 2.494 -3.932  -1.716
N -3.359 0.636 -2.584  0.082
O -4.196 1.486 -1.856  -0.448
H -5.237 -1.144 -1.120  0.438
H -4.695 -2.530 -1.886  0.409
H -5.372 -1.290 -2.873  0.442
H -3.170 -0.016 -0.005  0.175
H -1.655 -0.814 -0.427  -0.557
H -2.934 -1.824 -0.144  0.647
H -2.215 -2.540 -2.314  0.536
H -2.839 -2.024 -3.851  0.333
H -0.312 -1.551 -3.827  0.493
H -0.440 -0.936 -2.230  -0.604
H -1.479 0.225 -4.884  0.392
H -0.142 0.785 -3.996  0.485
H -0.269 2.210 -2.350  0.511
H -1.716 2.775 -1.401  0.438
H -0.998 1.170 -1.171  -0.587
H -1.723 3.288 -3.911  0.365
H -2.635 2.108 -4.938  0.381
H -3.377 3.040 -3.674  0.382
H -5.050 1.427 -2.291  0.341
C -1.090 -3.324 2.324  -0.306
O -2.184 -2.644 2.937  -0.526
H -1.516 -4.155 1.761  0.337
H -0.638 -2.654 1.593  -0.123
H -0.286 -3.719 2.945  0.297
H -1.870 -1.831 3.341  0.386
C -0.596 0.948 1.903  0.509
O -1.689 1.289 2.771  -0.568
H -0.429 -0.121 2.031  -0.089
H -0.926 1.121 0.878  -0.597
H 0.257 1.576 2.159  0.374
H -1.751 0.580 3.415  0.383
O -1.370 4.252 3.133  -0.655
H -1.404 3.307 3.287  0.335
H -1.562 4.350 2.201  0.318
O -1.627 -0.702 4.705  -0.630
H -2.016 -1.285 5.357  0.262
H -0.888 -0.296 5.157  0.265
O -3.798 2.449 1.096  -0.734
H -3.150 2.018 1.653  0.356
H -3.694 2.033 0.241  0.350

**Structure (SMILES)**: CC1(C)CCCC(C)(C)N1O.CC1(C)CCCC(C)(C)N1O.CO.CO.O.O.O
**Maximum force**: 2.57 eV Å⁻¹
**Total energy**: -1429.2722 Eh
**ΔE to the lowest compared entry with this formula, charge and spin**: 10.6 kcal/mol
**LUMO level**: 0.01 eV